Below is C36H37BrIN5O2SSiTc as an isolated structure, with properties calculated with ωB97M-V/def2-TZVPD.

## Properties
Frontier orbital gap (spin up / spin down) = 6.4 / 6.3 eV
2S+1 = 2

Atoms and positions in Å:
Tc1 -0.43163 -0.28750 -0.88586
C1 -3.60215 2.28560 3.51134
C2 -3.46847 0.76958 3.47808
N1 -2.14204 0.33468 3.07186
C3 -1.73893 0.29539 1.78277
S1 -0.16805 -0.40198 1.48171
N2 -2.54584 0.81332 0.88837
N3 -2.06844 0.70159 -0.39715
C4 -2.75567 1.33370 -1.32880
C5 -3.97703 2.15274 -1.05811
C6 -2.27740 1.10060 -2.66347
C7 -2.91769 1.59572 -3.80896
C8 -2.44795 1.25344 -5.05307
C9 -1.33416 0.41583 -5.15405
C10 -0.73700 -0.02322 -3.99766
N4 -1.17873 0.30609 -2.77134
H1 -4.60126 2.57173 3.84481
H2 -3.43437 2.69795 2.51723
H3 -2.87117 2.72129 4.19425
H4 -4.20772 0.34124 2.79746
H5 -3.64879 0.35489 4.47027
H6 -1.59296 -0.21726 3.70732
H7 -4.07911 2.32038 0.00897
H8 -4.88014 1.64615 -1.41269
H9 -3.91767 3.11793 -1.56556
H10 -3.78700 2.22794 -3.69790
H11 -2.93995 1.62149 -5.94377
H12 -0.94086 0.11053 -6.11305
H13 0.12521 -0.67712 -4.02838
I1 1.13859 2.03905 -1.04363
C11 1.15223 3.05461 0.80977
C12 0.47849 4.24429 0.73371
C13 0.26643 5.03419 1.87848
C14 0.70392 4.58640 3.08518
C15 1.40864 3.36481 3.19927
C16 1.83572 2.93738 4.48046
C17 2.52595 1.77553 4.62030
C18 2.85260 1.00150 3.49105
C19 2.47468 1.40841 2.24466
C20 1.68714 2.58103 2.04457
H14 0.07482 4.57176 -0.21433
H15 -0.26609 5.97166 1.78967
H16 0.52350 5.15773 3.98746
H17 1.59585 3.55405 5.33738
H18 2.84212 1.43507 5.59753
H19 3.39766 0.08036 3.61633
C21 -3.37779 -2.65425 0.71670
Si1 -2.63874 -2.86627 -0.99391
C22 -3.72443 -1.96439 -2.22586
C23 -2.64751 -4.69015 -1.45014
N5 -1.04380 -2.20666 -1.08544
C24 0.17602 -2.83770 -0.97722
C25 1.29713 -2.14233 -1.47508
C26 2.59032 -2.62945 -1.33284
C27 2.80495 -3.84378 -0.70829
C28 1.71031 -4.54189 -0.19936
C29 0.42395 -4.05048 -0.30876
H20 -4.23314 -3.31901 0.86732
H21 -3.71121 -1.62529 0.87244
H22 -2.62953 -2.87931 1.48161
H23 -4.71284 -2.43221 -2.25864
H24 -3.30184 -1.99293 -3.23357
H25 -3.86359 -0.91964 -1.94193
H26 -3.65375 -4.97869 -1.76646
H27 -2.37041 -5.33907 -0.61796
H28 -1.96485 -4.89610 -2.27817
H29 1.13617 -1.24472 -2.09043
H30 3.42067 -2.06965 -1.74664
H31 3.80428 -4.24898 -0.61627
H32 1.87093 -5.48472 0.31019
H33 -0.40034 -4.58774 0.14015
Br1 7.96541 -0.28360 -3.27478
C30 6.64478 -0.27590 -1.92165
C31 5.78243 0.80296 -1.82385
C32 4.81382 0.80463 -0.83124
C33 4.71250 -0.26944 0.04361
C34 5.59203 -1.34334 -0.06537
C35 6.56435 -1.35193 -1.04808
C36 3.68007 -0.33796 1.11009
O1 3.56830 -1.24662 1.87933
O2 2.85132 0.74961 1.09529
H34 5.86695 1.63109 -2.51345
H35 4.13226 1.63841 -0.74380
H36 5.48890 -2.17148 0.62292
H37 7.25068 -2.18153 -1.14293


Below is C36H37Cl2IrN7OP as an isolated structure, with properties calculated with ωB97M-V/def2-TZVPD.

## Properties
Frontier orbital gap = 5.2 eV
2S+1 = 1
Net charge = +2

Atoms and positions in Å:
Ir1 -0.50502 -0.04090 -0.34472
C1 0.75630 2.33991 -4.05509
C2 0.06708 1.43105 -3.25947
N1 0.61031 0.92952 -2.15585
C3 1.86662 1.29372 -1.86047
C4 2.51198 2.26325 -2.62665
N2 1.95436 2.78028 -3.70747
C5 2.50582 0.59669 -0.75115
C6 3.86469 0.32244 -0.75474
C7 4.40342 -0.45579 0.26630
C8 3.52137 -0.94295 1.23193
C9 2.16502 -0.68771 1.12398
N3 1.68363 0.12215 0.17952
C10 1.16599 -1.38913 1.93172
C11 1.47698 -2.48378 2.74137
N4 0.56216 -3.11177 3.45777
C12 -0.68558 -2.67617 3.38493
C13 -1.03199 -1.66124 2.50309
N5 -0.11476 -1.02979 1.77577
C14 5.82900 -0.83394 0.29514
C15 6.81662 0.00771 -0.20905
C16 8.13881 -0.41691 -0.17647
N6 8.48919 -1.58790 0.32682
C17 7.56860 -2.39673 0.82441
C18 6.22085 -2.06383 0.82369
H1 0.33241 2.72650 -4.97226
H2 -0.92546 1.10134 -3.52267
H3 3.48602 2.64490 -2.34862
H4 4.48092 0.65363 -1.57750
H5 3.90473 -1.54033 2.04318
H6 2.47873 -2.88550 2.80284
H7 -1.41770 -3.15395 4.02230
H8 -2.05783 -1.34370 2.40486
H9 6.57926 0.98815 -0.60004
H10 8.94135 0.20184 -0.55815
H11 7.91519 -3.33388 1.24221
H12 5.49744 -2.77079 1.20627
Cl1 2.44767 -4.24417 -0.73179
C19 0.73427 -4.25311 -0.62014
C20 0.04500 -5.44601 -0.40958
C21 -1.32631 -5.46783 -0.31816
Cl2 -2.13701 -6.95984 -0.07305
C22 -2.06492 -4.26500 -0.43897
C23 -3.47102 -4.19110 -0.39347
C24 -4.08439 -2.97121 -0.53775
C25 -3.29683 -1.82521 -0.67796
N7 -1.97613 -1.85328 -0.69878
C26 -1.35231 -3.05658 -0.61918
C27 0.06908 -3.02201 -0.73344
O1 0.67432 -1.90030 -0.90110
H13 0.59919 -6.37050 -0.32040
H14 -4.05087 -5.09447 -0.26748
H15 -5.16073 -2.88320 -0.53048
H16 -3.76210 -0.85740 -0.78797
C28 -3.14604 2.41775 -2.42903
C29 -3.54358 1.99083 -1.01305
C30 -4.73307 2.82293 -0.52653
P1 -2.05389 1.87144 0.11728
C31 -1.22769 3.53967 0.27812
C32 -2.19677 4.71962 0.31032
C33 -0.13714 3.78293 -0.76361
C34 -2.83051 1.73131 1.79685
C35 -3.72681 0.49085 1.83646
C36 -1.75835 1.70817 2.89567
H17 -4.04148 2.60617 -3.01974
H18 -2.58421 1.63382 -2.93260
H19 -2.55562 3.33233 -2.42434
H20 -3.87558 0.95021 -1.07933
H21 -4.56111 3.88833 -0.64852
H22 -5.00293 2.63109 0.50898
H23 -5.59628 2.55809 -1.13711
H24 -0.72852 3.46844 1.24923
H25 -2.68166 4.85832 -0.65410
H26 -1.63024 5.62688 0.52011
H27 -2.95717 4.61771 1.08301
H28 -0.54744 3.87146 -1.76898
H29 0.59543 2.98048 -0.73810
H30 0.37794 4.71642 -0.53767
H31 -3.45627 2.61349 1.94111
H32 -3.18240 -0.38526 1.48523
H33 -4.60533 0.60813 1.20319
H34 -4.08197 0.30509 2.84966
H35 -0.85801 1.18345 2.57200
H36 -2.14321 1.20888 3.78473
H37 -1.47353 2.71583 3.19267


Energy
In order: -148535.3801 -87569.8603
Unit: eV
Energy relative to the best compared isomer or geometry (same formula, charge and spin)
In order: 54.13 315.08
Unit: kJ/mol